Record 1
ORCA calculation (the ωB97M-V functional and the def2-TZVPD basis) on a structure of composition C36H55CsN4OSSi in a non-equilibrium geometry.

Structure (XYZ):
```
99
Properties=species:S:1:pos:R:3:forces:R:3
Cs 0.436 0.333 -1.040 0.10 2.08 -1.54
C -3.821 1.211 -2.122 -0.03 0.03 -0.01
C -2.583 1.638 -2.883 -0.04 -0.14 0.15
C -2.027 2.903 -2.661 -0.01 0.03 0.09
C -2.727 3.903 -1.765 0.00 0.03 0.01
C -0.815 3.255 -3.266 0.03 0.06 0.04
C -0.200 4.599 -2.949 0.02 0.02 0.01
C -0.195 2.371 -4.156 0.12 0.00 0.00
C 1.147 2.719 -4.763 0.02 -0.01 -0.01
C -0.812 1.153 -4.466 0.04 -0.06 -0.04
C -0.221 0.238 -5.519 -0.02 -0.01 -0.04
C -1.981 0.767 -3.800 -0.03 -0.07 -0.01
C -2.594 -0.582 -4.109 -0.01 0.02 -0.03
H -4.729 1.300 -2.726 0.04 0.01 -0.03
H -3.971 1.802 -1.221 0.03 0.00 -0.02
H -3.756 0.174 -1.799 0.04 -0.01 -0.01
H -2.542 4.924 -2.094 0.00 -0.02 -0.02
H -2.389 3.841 -0.725 0.02 -0.04 -0.03
H -3.805 3.761 -1.761 0.03 0.00 -0.04
H -0.694 5.406 -3.499 -0.02 -0.05 -0.01
H 0.855 4.644 -3.203 -0.02 -0.01 -0.01
H -0.287 4.843 -1.889 0.00 -0.04 0.00
H 1.066 3.459 -5.564 -0.05 -0.01 0.02
H 1.642 1.845 -5.177 -0.01 0.00 0.00
H 1.826 3.135 -4.018 -0.02 -0.02 0.02
H 0.506 -0.470 -5.107 -0.01 0.03 0.05
H 0.285 0.800 -6.301 -0.03 0.01 0.01
H -0.994 -0.354 -6.004 0.01 0.03 0.01
H -3.179 -0.541 -5.033 0.01 0.01 0.02
H -3.258 -0.932 -3.326 -0.01 0.04 0.00
H -1.837 -1.355 -4.246 0.02 0.04 0.02
C 5.009 2.324 0.499 0.06 0.00 0.14
S 3.980 2.050 -0.951 -0.10 0.05 -0.03
C 5.086 0.994 -1.897 0.05 -0.13 -0.08
H 5.903 2.896 0.253 -0.01 -0.02 -0.05
H 5.292 1.377 0.957 -0.03 0.01 -0.02
H 4.425 2.894 1.221 0.00 0.01 -0.04
H 5.380 0.121 -1.314 -0.02 0.02 0.01
H 5.974 1.532 -2.228 -0.01 0.04 0.05
H 4.544 0.649 -2.777 -0.01 0.03 0.01
C -2.387 -1.487 0.340 0.05 -0.12 0.06
C -1.736 -2.856 0.072 -0.07 0.07 -0.10
C -1.583 -3.035 -1.448 -0.02 0.03 0.09
C -2.687 -3.925 0.619 -0.08 0.00 -0.04
Si 0.015 -2.824 0.849 0.20 0.39 -0.08
O 0.751 -1.455 0.446 -0.01 -2.04 1.56
C -0.138 -3.002 2.724 0.02 0.01 0.19
C -0.723 -4.096 3.374 0.07 0.05 0.00
C -0.753 -4.187 4.759 0.02 0.03 -0.04
C -0.183 -3.185 5.534 0.01 -0.01 -0.01
C 0.421 -2.100 4.917 -0.02 -0.02 -0.11
C 0.437 -2.012 3.528 -0.08 -0.13 0.06
C 1.014 -4.316 0.256 0.17 -0.10 -0.07
C 0.544 -5.620 0.060 0.08 0.04 0.03
C 1.390 -6.647 -0.343 0.01 0.07 0.01
C 2.738 -6.395 -0.557 -0.01 0.02 0.01
C 3.232 -5.111 -0.371 -0.08 0.02 0.01
C 2.379 -4.088 0.027 -0.07 -0.09 -0.05
H -3.384 -1.444 -0.117 -0.02 0.00 0.01
H -1.791 -0.670 -0.070 -0.25 -0.10 0.09
H -2.504 -1.296 1.412 0.00 -0.04 -0.04
H -2.564 -3.028 -1.939 -0.01 0.00 0.00
H -1.083 -3.973 -1.702 -0.04 0.01 0.01
H -0.992 -2.224 -1.892 -0.03 -0.08 0.03
H -3.650 -3.864 0.096 0.01 0.00 0.01
H -2.885 -3.779 1.683 0.02 0.02 -0.02
H -2.319 -4.944 0.487 0.03 0.05 -0.03
H -1.148 -4.907 2.792 0.01 0.02 0.01
H -1.211 -5.046 5.235 0.00 0.01 0.00
H -0.197 -3.259 6.615 0.00 0.00 -0.01
H 0.892 -1.330 5.518 -0.01 0.00 0.01
H 0.925 -1.178 3.038 0.00 -0.01 0.01
H -0.502 -5.855 0.221 0.02 0.02 0.01
H 0.996 -7.646 -0.487 0.00 0.00 0.00
H 3.400 -7.194 -0.867 -0.01 0.00 0.00
H 4.283 -4.904 -0.535 0.00 -0.01 0.00
H 2.767 -3.084 0.159 -0.03 -0.02 0.02
C 0.182 3.682 1.746 -0.01 -0.04 0.06
N 0.079 4.237 3.098 0.01 -0.11 0.00
C -1.094 3.631 3.744 0.02 -0.03 -0.01
N -1.015 2.169 3.801 0.11 0.06 -0.06
C -0.882 1.663 2.433 0.05 0.01 0.00
N 0.298 2.220 1.751 -0.05 -0.04 -0.21
C 1.487 1.856 2.531 -0.04 -0.01 0.02
N 1.419 2.359 3.906 -0.12 0.04 -0.07
C 1.271 3.817 3.847 -0.01 -0.04 -0.01
C 0.207 1.805 4.530 0.01 0.02 -0.02
H 1.059 4.103 1.250 0.03 0.02 0.01
H -0.707 3.963 1.176 -0.02 0.02 0.00
H -1.989 3.916 3.187 -0.01 0.01 -0.02
H -1.178 4.022 4.759 0.01 0.00 0.02
H -1.776 1.930 1.862 -0.03 0.02 0.01
H -0.793 0.575 2.453 0.00 -0.02 0.02
H 2.368 2.271 2.036 0.01 0.03 0.02
H 1.580 0.770 2.538 0.00 -0.02 0.01
H 2.156 4.244 3.371 0.01 0.01 -0.02
H 1.203 4.207 4.864 -0.01 0.00 0.02
H 0.135 2.180 5.552 0.00 0.02 0.01
H 0.285 0.719 4.559 0.00 -0.03 -0.01
```
Positions in Å, forces in eV/Å.

Values from the calculation:
**Spin multiplicity**: 1
**Energy**: -2406.92577 Ha



Record 2
ORCA calculation (the ωB97M-V functional and the def2-TZVPD basis) on a cluster of 10 separate species, C36H56Br4O24 in total in a non-equilibrium geometry.

Structure (XYZ):
```
120
Properties=species:S:1:pos:R:3:forces:R:3
Br -5.016 -1.301 -0.465 0.97 -0.50 0.05
C -3.143 -1.688 0.094 -0.43 1.37 1.53
C -2.449 -0.384 0.554 0.04 -0.48 -0.75
Br -3.409 0.558 1.989 0.27 -0.30 -0.54
H -2.611 -2.248 -0.676 -0.16 0.31 0.01
H -3.150 -2.207 1.052 -0.64 -0.80 -0.47
H -2.271 0.286 -0.287 -0.09 0.22 0.36
H -1.511 -0.683 1.020 0.05 0.19 -0.17
Br 7.485 -1.139 5.732 -0.89 0.62 -0.25
C 5.604 -0.509 5.852 -1.27 -1.48 -0.92
C 4.608 -1.412 4.972 1.53 -0.09 0.39
Br 4.732 -3.326 5.544 -0.45 1.05 -0.24
H 5.441 0.514 5.512 0.66 0.01 0.03
H 5.404 -0.591 6.920 -0.24 -0.01 -0.27
H 4.865 -1.437 3.913 0.70 0.00 0.20
H 3.578 -1.063 4.897 -0.06 -0.09 1.05
C -3.828 -6.513 6.019 0.78 -0.23 1.30
C -2.753 -6.568 7.113 -0.09 -2.71 -0.22
C -1.531 -5.688 6.899 -0.70 -0.94 -0.83
O -1.503 -4.894 8.052 -0.64 0.69 0.23
C -2.518 -5.233 8.897 -0.70 -0.70 1.32
O -2.664 -4.756 9.986 0.02 -0.38 -1.35
O -3.312 -6.287 8.385 1.73 2.94 0.52
H -4.634 -7.199 6.279 0.02 0.04 -0.09
H -3.361 -6.840 5.089 -0.28 0.40 -0.22
H -4.210 -5.493 6.055 -0.08 0.01 -0.66
H -2.342 -7.565 7.277 -0.39 -0.50 -0.64
H -1.739 -5.274 5.912 0.43 1.51 0.32
H -0.591 -6.227 6.792 -0.08 -0.13 0.32
C 8.631 1.681 -1.550 0.69 -0.80 1.18
C 7.723 2.289 -0.520 1.48 -2.32 0.49
C 7.455 3.733 -0.613 -1.36 0.57 -0.86
O 6.034 3.764 -0.673 -1.72 -1.66 -0.66
C 5.559 2.434 -0.896 -3.10 1.30 1.49
O 4.402 2.097 -1.009 1.47 1.38 -0.48
O 6.507 1.568 -0.715 0.86 0.21 0.22
H 8.078 1.313 -2.414 0.27 0.97 -0.45
H 8.906 0.740 -1.074 0.60 -0.12 -0.20
H 9.517 2.309 -1.636 0.02 -0.26 -0.77
H 8.083 2.019 0.473 -0.02 0.03 0.11
H 7.792 4.076 -1.592 0.50 0.64 0.31
H 7.753 4.316 0.258 0.31 0.05 -0.37
C 6.846 -4.466 -4.348 0.65 -0.13 -0.96
C 5.581 -5.114 -3.880 0.42 -0.50 0.55
C 5.806 -6.291 -2.979 0.20 -3.29 -1.06
O 4.823 -6.295 -1.932 0.30 2.80 -0.95
C 4.359 -4.975 -1.995 -1.95 -0.88 2.11
O 3.445 -4.575 -1.309 1.71 -0.37 -1.12
O 5.042 -4.283 -2.904 -1.52 2.40 1.03
H 6.656 -3.504 -4.824 -0.05 0.12 0.35
H 7.388 -5.032 -5.106 -0.29 -0.38 -0.11
H 7.557 -4.396 -3.524 -0.23 0.40 0.13
H 4.805 -5.300 -4.623 0.24 0.01 -0.35
H 6.841 -6.317 -2.637 -0.17 0.00 0.51
H 5.561 -7.211 -3.510 0.64 -0.19 -0.13
C -2.244 5.036 7.732 0.36 -0.58 0.17
C -0.711 4.911 7.631 -1.38 0.06 -0.83
C -0.053 3.563 7.268 -2.52 -0.40 2.32
O 0.642 3.774 6.115 1.70 0.28 -1.02
C 0.475 5.027 5.630 0.59 0.45 -2.81
O 1.038 5.381 4.575 -2.43 -0.56 4.26
O -0.487 5.654 6.410 2.34 0.34 -1.17
H -2.409 6.112 7.685 -0.40 -0.13 0.05
H -2.714 4.616 8.621 0.35 0.11 0.25
H -2.727 4.537 6.891 0.13 0.17 -0.19
H -0.297 5.415 8.504 0.54 0.06 -0.27
H -0.837 2.822 7.108 -0.19 -0.07 -0.39
H 0.468 3.149 8.132 0.92 0.25 -0.37
C -0.953 6.895 -2.995 1.20 -1.44 -1.13
C -1.327 8.261 -2.625 -0.19 0.43 1.67
C -1.129 8.674 -1.138 -2.32 -0.53 -1.06
O -1.122 10.060 -1.291 1.21 2.03 0.16
C -0.589 10.413 -2.525 -0.78 2.98 1.31
O -0.294 11.567 -2.830 -0.51 -3.52 0.63
O -0.615 9.329 -3.254 1.07 -0.85 -2.40
H -0.916 6.807 -4.081 0.14 0.09 -0.15
H -1.701 6.151 -2.723 -0.18 0.32 0.41
H 0.006 6.542 -2.614 0.08 0.19 0.09
H -2.366 8.337 -2.944 -0.22 0.62 0.38
H -0.295 8.286 -0.551 0.23 -0.05 -0.43
H -2.084 8.453 -0.661 0.27 -0.26 0.53
C -10.073 7.651 1.950 1.45 -1.72 -1.30
C -8.554 7.505 1.406 -2.32 2.12 -0.14
C -8.118 6.431 0.409 -1.66 -1.90 0.87
O -7.714 7.065 -0.781 0.66 -1.67 0.68
C -7.835 8.340 -0.615 -0.22 4.91 -2.91
O -7.562 9.144 -1.514 -0.53 -1.78 2.62
O -8.436 8.689 0.556 1.47 -0.54 -0.02
H -10.782 7.231 1.237 0.13 -0.59 -0.05
H -10.460 8.669 1.998 0.91 0.15 0.67
H -10.043 7.056 2.863 -0.78 0.43 0.21
H -7.964 7.543 2.322 0.62 0.38 -0.43
H -8.997 5.835 0.165 -0.05 -0.20 -0.11
H -7.382 5.721 0.786 0.33 0.40 -0.10
C -1.680 -10.658 -3.115 -1.81 1.45 -1.31
C -1.670 -9.611 -4.345 -1.29 -2.15 3.61
C -1.526 -8.163 -4.002 -0.43 1.95 -0.31
O -0.289 -7.742 -4.569 0.38 -1.07 -0.37
C 0.258 -8.843 -5.128 2.61 0.93 -1.25
O 1.318 -8.835 -5.709 -1.36 -0.24 0.77
O -0.507 -9.916 -4.938 2.89 -0.75 -2.49
H -2.633 -10.515 -2.606 0.04 -0.07 0.40
H -0.851 -10.495 -2.427 0.02 0.02 -0.29
H -1.715 -11.665 -3.532 0.37 0.07 0.06
H -2.501 -9.737 -5.039 -0.14 -0.39 0.19
H -1.436 -7.830 -2.968 -0.85 -0.37 0.07
H -2.267 -7.669 -4.630 -0.39 0.63 0.91
C -1.026 -0.598 -6.848 -1.48 1.41 0.86
C -0.514 -0.657 -8.257 -1.61 -1.30 1.75
C 0.942 -0.628 -8.328 1.36 1.11 -0.70
O 1.251 -1.734 -9.136 0.21 -2.09 0.30
C 0.242 -2.710 -8.855 1.40 -1.51 -2.91
O 0.293 -3.909 -9.095 0.35 3.15 1.01
O -0.823 -2.022 -8.562 -1.60 -0.66 -0.09
H -0.734 0.298 -6.300 0.28 0.04 -0.03
H -0.805 -1.486 -6.256 0.57 0.07 -0.29
H -2.115 -0.566 -6.857 -0.14 0.03 -0.09
H -0.983 -0.005 -8.993 -0.22 -0.11 0.20
H 1.479 -0.692 -7.382 -0.17 0.06 0.13
H 1.132 0.325 -8.821 1.05 -0.20 -0.13
```
Positions in Å, forces in eV/Å.

Values from the calculation:
**Spin multiplicity**: 1
**Energy**: -13507.06530 Ha
**SMILES string**: C[C@H]1COC(=O)O1.C[C@H]1COC(=O)O1.C[C@H]1COC(=O)O1.C[C@H]1COC(=O)O1.C[C@H]1COC(=O)O1.C[C@H]1COC(=O)O1.C[C@H]1COC(=O)O1.C[C@H]1COC(=O)O1.BrCCBr.BrCCBr